The following is a quantum chemistry calculation of 2 unconnected molecules or ions with the total composition C5H13NO4 at a distorted geometry, from the OMol25 dataset.

```
23
Properties=species:S:1:pos:R:3:forces:R:3:nbo_charge:R:1
C -0.166 -0.863 2.305 -0.079 0.450 -0.106 -0.719
C 0.284 -1.180 0.915 1.220 -2.457 -0.337 0.859
O 1.480 -1.346 0.587 -1.662 0.488 1.024 -0.661
O -0.726 -1.686 0.166 0.515 0.536 0.331 -0.380
N -0.379 -2.567 -0.912 0.090 -0.362 0.277 -0.480
H -1.171 -0.444 2.298 0.095 0.035 0.035 0.251
H 0.544 -0.191 2.788 -0.113 -0.070 -0.075 0.246
H -0.198 -1.803 2.865 0.048 0.025 -0.176 0.260
H 0.445 -3.092 -0.599 -0.219 0.250 0.004 0.350
H -0.061 -1.999 -1.687 0.130 0.397 -0.048 0.367
C -1.292 1.744 0.230 0.171 0.044 0.028 -0.635
C 0.174 1.387 0.076 0.507 0.503 -2.820 -0.527
C 0.393 0.585 -1.568 -1.369 0.818 3.675 0.457
O 1.466 -0.203 -1.620 1.492 -1.713 1.597 -0.791
O 0.412 1.591 -2.497 0.120 0.202 -0.332 -0.713
H -1.674 2.184 -0.692 0.012 -0.004 0.002 0.221
H -1.442 2.473 1.030 -0.083 -0.036 0.014 0.208
H -1.900 0.864 0.445 -0.076 -0.044 0.032 0.193
H 0.663 1.124 1.009 0.013 -0.756 -0.122 0.193
H 0.755 2.259 -0.225 -0.173 0.364 0.127 0.210
H -0.581 0.083 -1.634 -0.036 -0.049 -0.428 0.107
H 1.639 -0.742 -0.625 -0.550 1.428 -2.788 0.505
H 1.338 1.821 -2.656 -0.056 -0.048 0.087 0.480
```
Forces are in eV/Å.

Summary:
F_max = 0.07791 Eh/bohr
spin multiplicity = 1
energy relative to the best compared isomer or geometry (same formula, charge and spin) = 75.3 kcal per mole
total energy = -553.9170 Ha
gap between HOMO and LUMO = 9.302 eV
molecular weight = 151.16 g mol⁻¹
lowest unoccupied orbital energy = 0.02088 Eh
HOMO energy = -8.734 eV


The following is a quantum chemistry calculation of C5H13NOS in the gas phase at a distorted geometry, from the OMol25 dataset.

```
21
Properties=species:S:1:pos:R:3:forces:R:3:nbo_charge:R:1
O 1.288 -2.172 -2.466 -0.909 -0.316 4.379 -0.732
C 1.540 -1.096 -1.504 -5.703 0.151 -1.188 -0.078
C 0.773 -1.726 -0.214 -1.696 1.383 0.294 -0.240
N -0.322 -1.071 0.644 0.044 0.674 -2.269 -0.634
C -0.053 -0.015 1.658 -2.379 -0.884 -0.390 -0.219
C -0.155 1.460 1.154 1.218 -0.498 3.490 -0.465
C -1.174 1.750 0.118 -0.370 2.489 -1.805 -0.501
S -2.913 1.750 0.818 0.666 0.223 -0.108 -0.072
H 1.568 -1.947 -3.284 1.528 1.254 -3.987 0.461
H 1.164 -0.051 -2.007 0.584 -2.370 1.688 0.156
H 2.508 -1.021 -1.264 3.847 0.346 0.567 0.159
H 1.464 -2.109 0.523 0.571 -0.094 -0.118 0.190
H 0.206 -2.563 -0.639 0.508 0.087 0.033 0.223
H -1.095 -0.786 -0.042 1.398 -0.499 1.730 0.353
H -0.661 -0.285 2.555 -0.344 0.598 -0.813 0.190
H 0.897 -0.122 2.081 1.867 -0.437 0.180 0.189
H 0.937 1.581 1.013 -0.765 0.950 -1.447 0.230
H -0.315 2.140 2.081 -0.045 -1.039 -1.416 0.219
H -1.239 1.023 -0.703 0.544 0.387 0.199 0.211
H -0.928 2.819 -0.337 -0.773 -2.236 0.833 0.231
H -3.490 2.440 -0.188 0.209 -0.171 0.147 0.129
```
Forces are in eV/Å.

Summary:
F_max = 0.11332 Eh/bohr
spin multiplicity = 1
energy relative to the best compared isomer or geometry (same formula, charge and spin) = 73.5 kcal per mole
total energy = -726.3839 Ha
gap between HOMO and LUMO = 9.360 eV
molecular weight = 135.23 g mol⁻¹
lowest unoccupied orbital energy = 0.02834 Eh
HOMO energy = -8.589 eV


The following is a quantum chemistry calculation of C5H13NOS in the gas phase at a distorted geometry, from the OMol25 dataset.

```
21
Properties=species:S:1:pos:R:3:forces:R:3:nbo_charge:R:1
C -1.510 -0.528 0.822 -1.126 1.395 0.103 -0.647
C -0.549 -0.004 -0.250 1.496 -0.120 0.214 -0.053
C 0.079 1.340 0.127 0.383 0.673 0.151 -0.413
C 0.902 1.277 1.405 0.126 0.256 0.481 -0.508
S 1.335 2.924 2.067 -0.143 0.095 0.062 -0.053
N 0.569 -0.961 -0.488 -0.847 0.468 0.256 -0.649
C 0.626 -1.584 -1.756 -0.219 -0.776 -1.077 0.090
O -0.113 -2.822 -1.899 -0.176 0.286 0.467 -0.738
H -2.497 -0.599 0.354 0.105 -0.882 0.187 0.224
H -1.196 -1.399 1.394 -0.056 -0.259 -0.490 0.218
H -1.728 0.229 1.591 0.386 0.051 -0.133 0.215
H -1.042 0.152 -1.206 -0.355 -0.127 -0.051 0.189
H -0.652 2.141 0.223 -0.566 -0.191 0.341 0.209
H 0.717 1.768 -0.657 0.100 -0.645 -0.211 0.210
H 0.331 0.822 2.219 -0.011 0.011 -0.063 0.212
H 1.835 0.724 1.331 -0.176 -0.156 -0.401 0.225
H 1.514 3.558 0.900 0.053 -0.099 -0.054 0.113
H 0.548 -1.664 0.238 0.325 -0.132 -0.057 0.370
H 1.660 -1.819 -2.004 -0.044 -0.326 0.000 0.173
H 0.228 -0.965 -2.563 0.301 0.689 0.306 0.156
H -1.057 -2.590 -1.849 0.444 -0.211 -0.031 0.457
```
Forces are in eV/Å.

Summary:
F_max = 0.03492 Eh/bohr
spin multiplicity = 1
energy relative to the best compared isomer or geometry (same formula, charge and spin) = 26.1 kcal per mole
total energy = -726.4595 Ha
gap between HOMO and LUMO = 9.653 eV
molecular weight = 135.23 g mol⁻¹
lowest unoccupied orbital energy = 0.02897 Eh
HOMO energy = -8.864 eV


Question: Which of these has the lowest total energy?
Answer: number 3


Question: What is the F_max in the second record?
Answer: 0.11332 Eh/bohr


Question: What is the formula in the third record?
Answer: C5H13NOS